The following is a DFT calculation (ωB97M-V/def2-TZVPD) of a molecular structure, C33H33As2IrNP2S4Te.

The geometry in XYZ format:
```
77
Properties=species:S:1:pos:R:3:forces:R:3:lowdin_charge:R:1
Ir 3.64811 0.98647 22.58214 -1.9 1.5 -0.8 0.222
S 0.33168 -1.17600 25.10695 1.4 0.9 0.1 -0.094
As 2.21470 -0.12330 25.14345 -0.8 -0.5 0.7 -0.380
S 2.26184 1.99226 24.43842 0.7 -1.3 0.3 0.029
S 3.79869 -0.97306 23.86135 -0.1 0.4 0.3 0.024
S 3.05871 -0.22633 27.25589 -0.6 0.0 -0.9 0.103
Te 4.66746 2.52535 18.62126 2.8 2.6 -0.4 1.306
C 3.79948 1.79365 16.72153 -1.9 -1.1 0.5 -0.475
C 2.46919 1.41990 16.56962 -0.3 -0.5 -0.9 -0.088
C 2.00211 1.00099 15.27382 1.4 1.7 2.0 -0.150
N 2.70986 1.17859 14.20576 2.5 0.2 -0.2 0.066
C 4.01757 1.58648 14.42654 -1.7 -0.6 -3.5 -0.147
C 4.61438 1.81344 15.60303 0.7 0.5 0.6 -0.182
C 3.36847 1.47010 19.77622 -1.5 0.8 -0.4 -0.910
P 4.06224 0.08015 20.48837 -0.7 -2.9 4.0 0.667
C 2.96585 -1.31261 20.18000 -1.1 -0.9 -1.1 -0.326
C 1.84772 -1.65148 20.99829 1.5 1.4 -1.1 -0.105
C 0.81065 -2.31258 20.40237 -0.7 -1.9 0.1 -0.112
C 0.91992 -2.93758 19.16366 0.4 0.2 -1.0 -0.062
C 2.10387 -2.75059 18.39974 -0.4 -0.7 -0.2 -0.088
C 3.07422 -1.90455 18.87272 0.6 1.1 1.3 -0.100
C 5.64755 -0.78161 20.25378 0.7 1.0 0.0 -0.356
C 6.45295 -0.49591 19.17550 1.7 -1.0 0.1 -0.136
C 7.71960 -1.09134 19.10361 -0.2 -0.5 0.5 -0.071
C 8.15162 -2.03058 20.04414 0.1 0.8 -0.5 -0.077
C 7.33364 -2.33550 21.12830 -0.6 -0.4 -0.2 -0.062
C 6.11381 -1.66339 21.27165 0.1 0.2 -1.3 -0.071
P 2.35203 2.29854 21.08164 2.0 -2.0 -0.2 0.784
C 2.08985 4.06645 20.84080 0.2 1.0 0.1 -0.361
C 1.62276 4.77126 21.97841 0.2 0.1 -0.5 -0.100
C 1.11123 6.10264 21.84011 0.3 -1.1 1.5 -0.066
C 0.90528 6.63177 20.57459 0.1 -0.8 -1.0 -0.079
C 1.41365 5.90815 19.45497 0.6 0.8 -0.4 -0.067
C 2.15199 4.71234 19.58348 -1.8 0.3 0.5 -0.105
C 0.72854 1.61744 21.00390 -0.4 0.1 -0.4 -0.391
C -0.09070 1.96937 22.05372 -3.3 -0.9 -0.5 -0.108
C -1.50162 1.61372 22.03914 2.8 0.0 -0.7 -0.013
C -1.91520 0.89233 20.90087 -1.2 -0.3 1.3 -0.090
C -1.04449 0.39729 19.94094 0.5 -0.2 -0.4 -0.082
C 0.28727 0.80420 19.97821 -0.7 -0.1 -0.9 -0.106
H 1.73333 1.45924 17.37167 0.4 -0.2 0.1 0.074
H 1.04085 0.65991 15.09072 -1.9 -0.7 0.1 0.083
H 4.52461 1.73872 13.46193 0.2 -0.1 0.6 0.110
H 5.67062 2.09100 15.59770 -0.2 0.0 0.3 0.095
H 1.73022 -1.26963 22.00619 0.2 0.0 -0.1 0.042
H -0.07668 -2.51414 20.99533 0.0 0.2 -0.1 0.118
H 0.05976 -3.50516 18.76893 0.7 0.2 0.2 0.110
H 2.39588 -3.24450 17.44816 -1.1 0.2 0.6 0.114
H 3.93663 -1.66163 18.21020 -0.6 -0.2 0.7 0.114
H 6.22077 0.13223 18.34270 -0.6 0.5 -0.2 0.049
H 8.35317 -0.86097 18.27286 0.3 0.1 -0.4 0.097
H 9.15340 -2.45522 19.92504 -0.5 -0.1 0.1 0.109
H 7.58630 -3.20874 21.75244 -0.1 0.9 0.1 0.119
H 5.47315 -1.85737 22.09807 -0.3 -0.2 0.6 0.021
H 1.67056 4.20667 22.95103 -0.1 1.1 -0.9 0.063
H 0.89691 6.64516 22.79873 -0.1 -0.5 -1.2 0.122
H 0.28346 7.52762 20.38087 0.8 -0.5 0.4 0.115
H 1.29789 6.36657 18.43829 0.1 -0.5 1.1 0.118
H 2.52945 4.20708 18.68230 -0.3 0.3 0.5 0.045
H 0.33087 2.52523 22.83788 0.1 0.5 1.1 -0.006
H -2.11451 1.81729 22.93332 0.2 0.0 -0.9 0.114
H -2.97594 0.63562 20.83988 0.3 -0.1 0.0 0.103
H -1.34481 -0.35646 19.16982 0.0 1.1 0.7 0.124
H 0.92218 0.55057 19.13323 0.2 -0.2 0.4 0.086
C 4.91449 4.62620 23.24433 0.2 -0.6 -1.3 -0.254
As 5.28486 2.62424 23.14465 0.7 0.6 1.1 0.905
C 6.97989 2.19200 22.23910 -1.0 0.5 -1.1 -0.290
C 5.89756 2.41096 25.00206 1.7 -0.7 0.8 -0.312
H 5.88092 5.12305 23.42710 -0.5 -0.1 0.2 0.027
H 4.11384 4.85742 23.95637 0.6 -0.4 0.3 0.023
H 4.50678 4.98815 22.28331 0.4 -0.3 0.2 0.005
H 6.72734 1.87189 21.17029 0.6 0.5 1.5 0.001
H 7.40034 1.36046 22.81646 0.0 0.3 -0.2 0.026
H 7.54946 3.12200 22.27977 0.6 -0.4 -0.2 0.019
H 6.28013 3.33707 25.51040 -0.4 -0.7 -0.7 0.042
H 6.74164 1.62508 25.08362 -1.3 1.2 -0.4 0.057
H 5.09489 1.99954 25.60455 -0.3 0.1 0.0 -0.029
```
Positions in Å, forces in eV/Å.

Computed properties:
Expectation value of S²: 8.774
Multiplicity: 6
Largest force on an atom, eV/A: 4.99
Kohn-Sham gap (spin up / spin down), Ha: 0.1961 / 0.1742
E_tot, eV: -229968.044
Highest occupied orbital energy (spin up / spin down), eV: -5.42 / -7.73
M, u: 1103.5


The following is a DFT calculation (ωB97M-V/def2-TZVPD) of 2 unconnected molecules or ions with the total composition C33H32NO6S2.

The geometry in XYZ format:
```
74
Properties=species:S:1:pos:R:3:forces:R:3:lowdin_charge:R:1
C 1.85451 -5.44179 1.29609 0.1 -0.1 0.0 -0.075
C 3.13723 -4.88490 1.22779 -0.1 0.1 0.4 -0.067
C 3.44949 -3.75947 1.99852 -0.1 0.2 -0.5 -0.072
C 2.41123 -3.10693 2.67708 -0.1 -0.3 0.5 -0.276
S 2.58996 -1.45574 3.41189 0.4 -0.5 0.3 0.711
C 2.59131 -0.17781 2.08383 -0.9 0.1 0.1 -0.365
C 1.47937 0.51064 1.74414 2.2 -0.5 1.1 0.054
S 4.22187 -0.04274 1.34861 0.7 -0.6 -1.1 0.709
C 4.25810 1.10557 -0.02755 -0.2 0.5 -0.3 -0.266
C 3.84602 0.69788 -1.29896 0.0 -0.1 0.2 -0.037
C 4.13552 1.49881 -2.40385 0.0 0.1 0.2 -0.064
C 4.82151 2.70460 -2.24026 -0.1 0.0 0.2 -0.079
C 5.20058 3.12675 -0.96253 -0.1 -0.2 0.1 -0.077
C 4.92089 2.32829 0.14753 -0.1 -0.1 0.0 -0.055
O 5.17262 0.51103 2.27704 -0.5 -0.2 0.1 -0.299
O 4.44349 -1.35539 0.74647 0.1 1.0 0.6 -0.322
O 1.41950 -1.24380 4.23389 0.4 0.2 -0.6 -0.307
O 3.91750 -1.39375 3.97051 -0.4 0.0 0.0 -0.310
C 1.20257 -3.77546 2.89853 -0.2 0.5 -0.4 -0.066
C 0.91028 -4.93615 2.19028 0.2 -0.1 0.0 -0.070
H 1.61326 -6.30388 0.67177 0.0 0.2 0.2 0.104
H 3.89085 -5.31226 0.55706 -0.3 0.1 0.4 0.111
H 4.46062 -3.35859 1.99555 -0.4 0.1 -0.1 0.109
H 1.56749 1.28436 0.98478 -0.3 -0.2 0.1 0.088
H 0.60438 0.39634 2.38109 -0.1 -0.1 -0.5 0.087
H 3.33359 -0.25764 -1.41744 0.1 0.2 0.0 0.096
H 3.83036 1.16512 -3.39274 0.0 0.1 0.2 0.108
H 5.05374 3.32288 -3.10844 -0.1 -0.2 0.2 0.103
H 5.73732 4.06460 -0.81385 -0.2 -0.2 -0.1 0.104
H 5.24064 2.62956 1.14377 -0.1 -0.1 -0.3 0.112
H 0.47251 -3.35165 3.58347 0.1 0.1 -0.3 0.112
H -0.06165 -5.42201 2.32175 0.4 0.2 -0.1 0.111
C -4.63876 4.39403 0.47998 -0.9 -0.1 0.0 -0.066
C -3.14596 4.62963 0.39902 0.1 -0.1 0.3 -0.583
C -2.80481 5.00269 -1.02888 0.4 -0.1 -0.4 -0.034
C -2.80697 5.77270 1.34557 0.3 0.1 0.2 -0.047
O -2.29182 3.50844 0.85703 -0.1 1.3 -0.2 0.005
C -2.58703 2.26540 0.42017 -0.3 -1.6 -0.1 -0.460
C -1.52628 1.20960 0.53473 -1.0 2.2 1.0 -0.120
N -1.97543 0.06520 0.18643 -0.7 -1.5 -2.1 0.077
C -2.02078 -1.00970 -0.54232 0.3 0.1 1.0 -0.241
C -3.27264 -1.51795 -1.13861 0.0 -0.3 0.0 -0.160
C -3.35880 -2.86370 -1.56179 -0.2 0.2 -0.1 -0.066
C -4.45887 -3.31414 -2.28936 -0.2 0.3 0.0 -0.119
C -5.49321 -2.42452 -2.61145 -0.1 0.0 0.1 -0.136
C -5.47053 -1.11620 -2.10475 0.5 -0.3 0.2 -0.099
C -4.38206 -0.68380 -1.33788 -0.4 -0.1 -0.4 -0.019
C -0.74307 -1.64135 -0.91234 -0.4 0.1 0.0 -0.173
C -0.42987 -1.93493 -2.25383 0.3 -0.2 0.3 -0.036
C 0.85955 -2.34963 -2.59151 -0.3 0.1 0.2 -0.097
C 1.83816 -2.42230 -1.59762 0.3 0.1 0.2 -0.120
C 1.52058 -2.09379 -0.27903 0.0 -0.3 0.1 -0.117
C 0.22852 -1.75623 0.08090 0.4 0.0 -0.6 -0.033
O -3.68934 2.01489 -0.06443 0.7 0.5 0.2 -0.001
H -4.93567 3.99677 1.45536 0.1 -0.1 -0.2 0.096
H -5.15265 5.35766 0.35069 0.2 0.0 0.1 0.081
H -5.00394 3.73397 -0.30880 0.1 0.1 0.3 0.078
H -1.76675 5.34387 -1.09753 -0.1 -0.1 -0.1 0.085
H -2.96053 4.15495 -1.70658 0.1 0.1 0.2 0.093
H -3.45604 5.81983 -1.36138 0.1 -0.1 0.1 0.086
H -1.74578 6.03859 1.25926 -0.2 -0.1 0.1 0.083
H -3.41113 6.66197 1.10944 0.2 -0.3 0.0 0.084
H -3.02820 5.47628 2.38165 0.1 0.1 -0.3 0.090
H -0.54132 1.48395 0.91916 -0.2 0.0 -0.3 0.040
H -2.54895 -3.55516 -1.32557 -0.1 0.2 -0.1 0.107
H -4.51609 -4.35699 -2.61258 0.0 0.3 0.1 0.089
H -6.33441 -2.75455 -3.22612 0.2 0.0 0.2 0.082
H -6.29085 -0.42228 -2.30895 0.2 -0.3 0.1 0.092
H -4.35927 0.31816 -0.92172 0.1 -0.1 -0.1 0.082
H -1.22667 -1.82043 -2.99355 0.4 -0.1 0.1 0.116
H 1.10417 -2.59067 -3.62540 0.0 0.1 0.2 0.092
H 2.86359 -2.71786 -1.82312 -0.2 0.0 -0.1 0.099
H 2.27286 -2.11626 0.50226 0.0 -0.2 -0.6 0.048
H -0.03961 -1.55263 1.11764 0.0 0.0 -0.3 0.111
```
Positions in Å, forces in eV/Å.

Computed properties:
Multiplicity: 1
Largest force on an atom, eV/A: 2.69
Kohn-Sham gap, Ha: 0.1792
Net charge: -1
E_tot, eV: -70183.344
Highest occupied orbital energy, eV: -2.84
M, u: 602.8


The following is a DFT calculation (ωB97M-V/def2-TZVPD) of a single C2Cl2O molecule.

The geometry in XYZ format:
```
5
Properties=species:S:1:pos:R:3:forces:R:3:nbo_charge:R:1
O 2.03515 -0.37026 -0.00529 -1.5 0.3 0.7 -0.403
C 0.91176 -0.10539 0.14240 -1.1 1.2 -2.3 0.685
C -0.46698 0.13364 -0.29741 4.1 1.1 1.7 -0.407
Cl -1.21340 -1.31469 0.06865 -1.9 -1.8 0.2 0.083
Cl -1.26654 1.65671 0.09166 0.4 -0.8 -0.2 0.042
```
Positions in Å, forces in eV/Å.

Computed properties:
Multiplicity: 1
SMILES string: O=C=C(Cl)Cl
Largest force on an atom, eV/A: 4.52
Kohn-Sham gap, Ha: 0.3227
E_tot, eV: -29163.838
Highest occupied orbital energy, eV: -8.92
M, u: 110.9


The following is a DFT calculation (ωB97M-V/def2-TZVPD) of a molecular structure, C11H22InNO3.

The geometry in XYZ format:
```
38
Properties=species:S:1:pos:R:3:forces:R:3:lowdin_charge:R:1
In -1.11587 2.35640 -0.24802 -15.2 2.6 9.5 1.299
C 1.56373 3.07674 -2.63095 0.0 -0.1 0.9 0.108
C 0.53835 2.86422 -1.50272 4.7 2.3 -3.5 -0.479
O -0.09152 3.83695 -0.97973 0.5 2.6 -1.0 0.098
O 0.22785 1.73231 -1.04152 9.2 -2.2 -10.3 -0.165
H 2.43179 2.42269 -2.54854 -0.4 -0.6 0.1 0.107
H 2.04151 4.05428 -2.69600 -0.8 0.3 0.3 0.120
H 1.01340 2.85761 -3.54594 0.1 0.0 -0.2 0.128
C -2.76187 0.40362 0.34476 0.7 -0.4 -0.7 0.003
C -1.52640 -0.46871 0.66452 -0.1 -2.8 2.0 -0.436
C -1.68418 -1.81807 -0.14590 0.9 -0.6 -0.2 -0.068
C -0.36382 -2.70889 -0.18314 0.5 1.8 -0.2 -0.108
C 0.80054 -1.81887 -0.71279 -0.7 -0.6 1.7 -0.098
C 0.96531 -0.51971 0.14799 2.4 -2.0 -0.3 -0.389
N -0.27955 0.23369 0.36744 -1.1 -4.5 -1.0 -0.167
O -0.03331 1.29666 1.18639 0.2 0.8 2.6 0.009
C 1.80190 -0.95784 1.50845 -1.8 0.6 -0.3 0.040
C 1.89472 0.32342 -0.66207 3.0 1.3 -1.2 -0.064
C -1.56186 -0.95434 2.18126 -0.6 1.3 -0.5 0.020
H -3.65754 -0.01823 0.80073 -0.2 0.2 0.0 0.149
H -2.99985 0.60504 -0.69971 0.1 -1.0 -0.7 0.101
H -2.80530 1.42410 0.72535 0.1 1.3 1.6 0.071
H -2.45240 -2.40975 0.35195 -0.1 0.2 0.1 0.125
H -2.11724 -1.58581 -1.11884 0.5 -0.2 -0.4 0.121
H -0.32293 -3.65015 -0.73128 -1.0 0.3 -0.4 0.126
H -0.08485 -3.03993 0.81720 -0.3 0.3 0.3 0.100
H 0.78134 -1.69029 -1.79502 -0.3 0.4 0.1 0.132
H 1.73486 -2.32283 -0.46545 0.0 -0.2 -0.4 0.128
H 1.72557 -0.11211 2.19184 0.3 -0.1 0.5 0.074
H 1.42817 -1.85559 2.00082 -0.6 0.2 -0.1 0.078
H 2.86288 -1.20433 1.46743 0.0 0.6 -1.1 0.105
H 2.08398 1.33529 -0.30374 0.2 -0.3 0.9 0.101
H 2.92012 -0.02248 -0.79239 -0.1 -1.0 0.6 0.124
H 1.62474 0.55794 -1.69174 -0.2 -1.2 0.1 0.090
H -2.52462 -1.42071 2.39028 0.0 0.1 0.0 0.105
H -1.48895 -0.06082 2.80129 -0.1 0.0 0.5 0.087
H -0.79787 -1.65307 2.52211 0.1 0.1 -0.6 0.091
H 0.22915 0.91156 2.02568 0.2 0.4 1.2 0.135
```
Positions in Å, forces in eV/Å.

Computed properties:
Multiplicity: 1
Largest force on an atom, eV/A: 18.13
Kohn-Sham gap, Ha: 0.2233
Net charge: +2
E_tot, eV: -24544.331
Highest occupied orbital energy, eV: -16.84
M, u: 331.1


The following is a DFT calculation (ωB97M-V/def2-TZVPD) of a molecular structure, C21H24Cl5IKN3O2PS.

The geometry in XYZ format:
```
59
Properties=species:S:1:pos:R:3:forces:R:3:nbo_charge:R:1
K 0.75863 -2.10786 -2.69617 -0.1 0.0 0.1 0.920
Cl -4.20721 -4.10082 3.51840 0.0 0.0 0.0 0.008
C -3.00276 -3.91878 2.29005 0.0 0.0 0.0 -0.171
C -3.15615 -2.97647 1.27242 0.1 0.0 0.0 -0.048
Cl -4.56565 -1.97341 1.24725 0.0 0.0 0.0 0.014
C -2.19212 -2.83233 0.29329 0.1 -0.1 0.0 -0.202
Cl -2.37631 -1.67374 -0.97556 0.0 0.1 0.0 0.006
C -0.98871 -3.61424 0.25609 -0.1 0.1 -0.1 0.440
O -0.10982 -3.46351 -0.63006 0.0 -0.1 -0.1 -0.793
C -0.87981 -4.56376 1.32008 0.0 0.0 0.0 -0.195
Cl 0.55644 -5.52688 1.33855 0.0 0.0 0.0 0.012
C -1.85269 -4.70973 2.29411 0.0 0.0 0.0 -0.054
Cl -1.63774 -5.88128 3.54834 0.0 0.0 0.0 0.019
I 3.77428 0.57825 -4.15769 0.0 -0.2 0.1 -0.220
C 3.51537 -1.37835 -3.04369 0.0 0.2 -0.1 -1.011
H 4.35834 -1.27419 -2.34605 0.0 0.0 0.0 0.146
H 3.90883 -2.03731 -3.83279 0.0 0.0 0.0 0.146
C -4.30507 3.17199 0.48251 0.0 0.0 0.0 -0.628
C -3.18953 2.77305 -0.44558 0.0 0.0 0.0 -0.016
C -3.39533 1.81733 -1.43462 0.0 0.0 0.0 -0.193
C -2.35301 1.39354 -2.24692 0.0 0.0 0.0 -0.230
C -1.09219 1.93201 -2.07537 0.0 0.0 0.0 -0.184
C -0.86588 2.89225 -1.09772 0.1 0.0 -0.1 -0.245
C -1.91272 3.31486 -0.29771 -0.1 0.0 0.0 -0.209
S 0.27475 1.28370 -3.04051 -0.1 0.0 -0.3 1.292
C 0.41514 2.65320 -4.19608 0.0 -0.1 0.0 -0.821
O -0.29330 0.15787 -3.86035 0.1 0.1 0.3 -1.016
H -5.27497 3.07802 -0.00528 0.0 0.0 0.0 0.214
H -4.18628 4.19872 0.82905 0.0 0.0 0.0 0.211
H -4.31177 2.52228 1.36054 0.0 0.0 0.0 0.228
H -4.37871 1.37817 -1.55494 0.0 0.0 0.0 0.213
H -2.49743 0.62665 -2.99821 0.0 0.0 0.0 0.247
H 0.12945 3.30014 -0.95892 0.0 0.0 0.0 0.216
H -1.74121 4.06282 0.46823 0.0 0.0 0.0 0.208
H -0.52647 2.74828 -4.73454 0.0 0.0 0.0 0.227
H 1.23165 2.36879 -4.85799 0.0 0.1 0.0 0.259
H 0.66257 3.56793 -3.65854 0.0 0.0 0.0 0.225
C 1.90309 -0.68446 3.03047 0.0 0.0 0.0 -0.069
N 2.81847 -1.13573 1.98829 0.0 0.1 0.0 -0.465
C 3.73354 -0.04211 1.67031 -0.1 0.0 0.0 -0.069
N 3.06468 1.20134 1.28430 0.1 0.0 0.0 -0.472
C 2.13087 1.56955 2.34297 0.0 0.0 0.0 -0.066
N 1.16343 0.53252 2.69410 0.1 0.0 0.1 -0.473
C 0.22012 0.29401 1.59861 0.1 0.0 -0.1 -0.522
P 1.03549 -0.25297 0.00592 0.1 0.0 0.1 0.684
C 2.08602 -1.57817 0.79592 0.0 0.0 0.0 -0.528
C 2.37868 1.04127 -0.00299 -0.1 0.0 0.1 -0.532
H 2.48977 -0.48266 3.93127 0.0 0.0 0.0 0.185
H 1.18969 -1.48213 3.24825 0.0 0.0 0.0 0.200
H 4.38976 -0.35334 0.85575 0.0 0.0 0.0 0.202
H 4.33874 0.16218 2.55772 0.0 0.0 0.0 0.184
H 1.58788 2.46972 2.04032 0.0 0.0 0.0 0.186
H 2.71454 1.80183 3.23843 0.0 0.0 0.0 0.187
H -0.35806 1.20621 1.42078 0.0 0.0 0.0 0.214
H -0.48742 -0.48230 1.90342 0.0 0.0 0.0 0.224
H 2.80252 -1.92634 0.04644 0.0 0.0 0.0 0.234
H 1.44468 -2.42504 1.04660 0.0 0.0 0.0 0.239
H 1.95611 2.00627 -0.29424 0.0 0.0 0.0 0.200
H 3.10477 0.77318 -0.77627 0.0 0.0 0.0 0.246
```
Positions in Å, forces in eV/Å.

Computed properties:
Multiplicity: 1
Largest force on an atom, eV/A: 0.34
Kohn-Sham gap, Ha: 0.2358
Net charge: -1
E_tot, eV: -137895.328
Highest occupied orbital energy, eV: -4.24
M, u: 756.8